Molecular formula: C49H109NO6P3
Method: DFT, wB97M-V/def2-TZVPD

Summary:
orbital gap: 7.578 eV
HOMO energy: -0.3362 Ha
net charge: +1
energy: -3462.383918 a.u.

XYZ file:
```
168
Properties=species:S:1:pos:R:3:forces:R:3
H -7.28481 -6.38693 -0.43954 0.1681 -0.0345 -0.1465
H 2.81149 -1.80913 -2.63179 0.0929 0.1942 0.1815
H -3.48981 1.19025 0.11633 0.0935 0.5524 -0.4003
H 1.08722 0.48024 2.80441 -0.4134 -0.2186 0.0374
H 2.98896 2.80001 3.69397 0.2355 0.6644 0.7402
H 5.71100 -2.85854 -6.57903 -0.0776 -0.0485 0.6703
H 0.57727 2.47105 8.90534 0.1667 -0.6022 -0.0762
H 2.81778 2.91104 1.51008 0.0894 0.1702 -0.0491
H -4.38563 1.34095 -1.46520 0.4348 0.0788 0.0049
H -1.49711 0.59261 2.92288 -0.2913 0.2111 -0.2622
H 0.56378 -0.15401 4.36763 0.1466 -0.1158 0.0921
H -3.13852 -3.17023 1.88214 -0.3562 0.1500 -0.3185
H 2.11806 2.56441 -3.18723 -0.2253 -0.1291 0.1246
C -0.88604 2.83769 -6.12685 0.3786 -0.8662 0.1454
C 2.90273 -1.45362 4.06495 0.0356 0.2869 -0.5792
C 2.04551 3.31788 3.50747 -0.1635 -1.0741 -0.5017
C -4.69395 -0.47942 -0.33354 -1.6517 0.2780 -0.4235
H 1.97663 2.40235 6.46359 0.0295 -0.8796 -0.2314
H -0.99901 0.53466 9.40569 0.1355 -0.1266 -0.5491
H 1.38837 -0.75956 -2.48164 -0.0888 -0.4368 0.1305
H 2.12512 -3.14799 -6.76237 -0.0399 0.1231 0.0197
H 0.64340 -1.31855 -4.57273 -0.0419 -0.4231 -0.1491
H -5.99164 -2.93472 -0.73810 -0.1278 -0.1729 -0.1042
H 4.78494 1.47349 -2.09360 0.1943 0.0126 0.4575
C -2.02967 -2.95245 4.39070 -0.0846 0.3872 -0.5762
H -1.93906 -0.45337 0.90886 -0.3457 0.0382 0.2926
H 7.09621 -2.15733 -4.45345 0.4369 -0.0390 -0.4607
H -1.66793 1.92639 10.04181 -0.0438 0.5406 -0.2611
H 0.72566 5.10642 2.02935 -0.0001 -0.0677 0.1856
H 0.92852 3.60134 6.21514 -0.7818 0.0622 -0.2610
H -5.18956 -0.73609 0.60735 0.3399 -0.0485 0.1756
H -1.54490 -1.38038 -2.04701 0.4233 0.4515 -0.3647
H 2.97926 2.51611 -4.64764 0.2927 -0.5059 -0.2500
C 4.18918 -0.22657 -0.74879 -0.6153 0.9888 -0.1933
H -5.63926 1.55880 1.32376 -0.0773 -0.4464 -0.1602
H -1.16430 3.78741 -6.57581 -0.1566 0.0742 0.2241
H -5.03057 3.60767 -0.74819 0.2104 0.3052 0.1376
C -5.52799 -5.08054 -0.83976 -0.3119 0.9132 0.5663
P -3.29642 -1.53310 -0.66265 -0.1937 0.5996 0.5723
H -7.35182 -4.81333 0.31866 -0.0291 0.0455 -0.1152
N -0.02870 1.08120 -0.16826 0.5975 -0.0566 0.0004
O 1.83741 -2.82232 -0.30248 -0.1682 0.6670 -0.3185
C 3.90946 0.91518 -1.73976 0.3032 0.5119 -0.2331
O -0.09089 -3.06794 -1.43294 -0.1356 1.1898 -0.1203
H -1.18959 3.24079 4.39706 -0.1070 0.3184 -0.2706
C -2.21190 -0.06055 -4.44405 0.3842 -0.5470 -0.0235
H 3.23603 1.63071 -1.26017 -0.0694 -0.0369 -0.0216
H -3.05484 3.43137 4.99181 0.0628 0.0342 0.0590
C 2.31337 1.90205 -4.03812 -0.7284 0.3209 0.5472
C 4.52851 0.02067 -4.47419 -0.1477 0.3257 0.2717
H 0.86082 5.50274 -0.57064 0.0483 0.2933 0.4640
H -3.57478 2.18494 2.96541 -0.1823 -0.3984 -0.2246
H 1.05125 0.95524 -5.59217 0.3014 -0.3067 0.2415
H 4.93430 -0.93724 -1.10214 0.0465 0.0415 0.0012
C 1.68708 -1.62009 -4.48020 0.6611 0.1713 -0.3641
H -3.23165 -1.81390 -3.72216 -0.1665 0.0250 -0.1607
C 6.25954 -1.92849 -6.42783 -0.4763 0.9150 -1.5756
O -1.15903 1.54884 0.09494 0.3083 -0.0469 -0.0472
H -1.96445 0.36021 -6.50347 -0.4654 0.2115 -0.1373
C -1.36872 1.51157 9.07730 0.0313 -0.7785 0.7374
C 5.94277 0.88421 0.79408 0.8828 0.1559 -0.0984
C -1.74527 1.27340 3.73794 -0.4265 -0.1205 0.1457
H -4.08391 -0.26949 -3.47731 -0.1551 -0.1426 0.3284
H -4.10607 3.34455 0.72621 -0.1261 0.4558 0.2154
C 0.44091 2.93691 -5.37038 -0.4574 1.1790 0.3732
H -1.60755 0.66233 4.63690 0.5967 0.2309 0.1152
H -4.60718 -5.64349 -0.68959 -0.1176 -0.2905 -0.1539
H 2.19522 -1.20270 -5.35891 0.0274 0.4391 0.1919
C -2.76488 -2.15730 2.05702 0.3650 -0.4229 0.7368
H -1.19098 -2.96756 5.08486 -0.1807 0.3640 0.2400
C -2.43627 -0.73369 -2.04623 -0.1572 -1.1203 0.1950
C 4.55044 0.33972 0.63232 -0.5606 -1.4442 0.1635
C -0.82921 2.49966 3.68124 0.6173 -0.0972 1.1383
C 5.29204 -1.27563 -4.12916 0.2122 1.3260 -0.7139
C 1.02455 -3.58558 -1.14069 -0.9387 -2.6581 0.1618
H -3.54667 -1.60509 2.58700 -0.1537 0.2198 -0.3915
H 5.68292 -1.14892 -6.94707 -0.2912 -0.1715 0.0221
C 1.53774 4.70904 1.40776 -1.0733 0.1915 0.0492
C -2.24254 -1.50230 0.79326 0.5280 0.5048 -0.7612
H 4.34413 -2.96554 4.20575 0.3465 0.0312 0.4536
H 2.92912 -3.43897 -4.40553 0.1424 0.3724 -0.0188
C -1.61236 -2.38901 3.03448 1.1139 -0.9947 -0.8542
H -2.88850 -2.35545 4.70702 0.1916 -0.0838 0.7073
H 0.26095 1.20958 -4.04475 -0.0473 0.2091 0.0319
C -3.24832 1.61590 3.83702 0.4996 0.2570 0.4119
H -2.26823 1.35440 8.47967 -0.0186 0.0112 0.0190
H -2.20653 0.28523 -1.73238 0.2154 -0.0655 0.1374
H -5.46666 -0.72957 -1.07248 0.0850 -0.0758 -0.0886
H 2.47124 -1.78260 3.11293 0.1083 -0.2964 0.0126
H 5.72033 -1.22974 -3.12787 -0.4925 0.0923 0.2204
H 5.26375 0.82427 -4.58438 -0.1570 0.2683 0.5198
H 1.93573 4.32433 3.90560 0.3953 -0.1082 0.3496
C -5.11075 3.30207 0.30252 0.1465 0.3236 -1.2637
H -4.63097 2.79929 5.07001 -0.1185 -0.3878 0.0445
C 1.90624 -3.11993 -4.61663 -1.0347 -0.3169 0.7616
H -2.35323 -3.99223 4.32872 -0.1347 0.0455 -0.2651
C -3.11458 -0.76956 -3.42839 0.7158 0.1290 0.0748
C 2.20544 -1.06072 -3.14500 -0.4431 0.8344 -0.2013
H 1.10309 2.66621 1.69651 0.1868 -0.1130 -0.3237
H -5.82640 3.98824 0.75083 0.1455 -0.1175 0.3672
C -0.34256 2.33789 8.32596 0.2451 0.6966 0.9066
H -0.75616 2.12876 -6.95078 -0.0199 0.0806 -0.0588
H 6.19750 1.75952 0.19133 -0.3350 0.0770 -0.0414
C -0.10485 1.80361 6.91867 -0.9072 -0.0127 0.1903
H 7.11043 -2.00133 -7.11021 0.4382 -0.0829 0.5822
C -2.63957 -0.24117 -5.89003 0.3923 0.0198 -0.4611
H 4.96512 -1.43047 4.91646 -0.1161 0.0046 0.1025
H -5.26528 -3.59721 0.68816 0.4618 0.1547 0.0513
H -3.68575 -0.00914 -6.09065 0.0590 0.2964 0.0237
O 1.38149 -4.74554 -1.40579 0.5387 1.3898 0.0787
C -3.86999 -3.22463 -0.99175 0.6871 0.8554 0.1519
H -1.29036 -1.92575 0.44324 -0.1260 -0.5040 0.0922
H 4.86763 -1.75169 3.15828 0.0528 0.5028 0.0999
H 3.73665 0.97300 0.99384 0.1517 0.3863 -0.2659
H -0.71977 3.36639 8.37409 -0.0796 0.0373 -0.8414
H -6.50487 1.74543 -0.20698 0.0485 -0.1414 -0.0502
C 0.98304 4.57507 -0.00795 0.7555 0.0764 -0.7259
H 6.67477 0.12403 0.50512 -0.0990 -0.0782 -0.0537
H -3.83108 -3.22399 -2.08478 -0.3207 -0.6350 -0.0122
H -2.46837 -1.24689 -6.28254 -0.1031 -0.2128 0.4684
C -5.53125 1.86054 0.27453 0.1759 -0.3910 0.5514
P 0.84451 2.18380 4.30480 0.6553 0.5277 0.0551
H 1.10972 3.41520 -6.09269 0.5794 -0.4601 0.1977
C -5.21524 -3.62574 -0.40236 -0.1912 -0.4334 -0.5212
C 1.50383 -3.60991 -5.98693 0.2784 -0.2715 -0.5301
H 6.20246 1.12839 1.82590 -0.2676 0.0686 0.0530
H 1.67610 -4.68194 -6.09206 -0.1690 -0.0216 0.1109
H 1.31396 -3.59583 -3.82642 0.0041 -0.2247 -0.1544
O 0.50314 0.24735 0.61143 -0.1987 0.2410 -0.0791
H -3.73201 0.64371 3.93773 -0.4264 0.1496 -0.3944
C -4.42903 1.03662 -0.42070 -0.5498 -0.6933 1.0186
C -3.58897 2.48044 5.06523 0.2559 0.6096 -0.4144
H -1.08635 1.88250 6.44378 0.0630 0.2252 -0.3092
H 2.34205 -2.00283 4.82434 -0.1268 0.5258 0.3078
H 1.29309 -2.01793 -0.22699 0.3147 -0.0144 0.2783
C -6.67211 -5.61725 0.02846 -0.0532 -0.1529 0.0223
H 2.29628 5.49071 1.46493 0.4089 -0.3524 -0.0209
H -3.32814 2.06769 6.03897 -0.0944 -0.3504 -0.0713
H 4.08775 0.01349 -5.47484 -0.1724 -0.4449 0.0308
C 1.92786 3.33277 1.97228 -0.9333 0.3311 -0.1343
H -2.07540 0.99062 -4.17462 -0.4767 0.0195 0.0035
C 1.28774 0.50575 3.88651 0.2579 0.1518 -0.8951
H -0.91355 -1.54660 3.04011 -0.4301 0.3778 0.5444
H -1.18491 -0.43934 -4.39210 -0.1596 -0.2688 0.2964
H 3.33974 0.33429 3.15720 -0.1293 0.6309 0.1100
C 0.96510 1.65051 -4.75101 0.4627 -0.1390 -0.8656
H 0.02603 0.71805 6.94995 0.4986 0.0264 0.1161
P 3.16176 0.46818 -3.30605 1.0995 -1.0669 -1.2827
H -6.28651 -6.03965 0.95768 0.0495 0.0168 -0.0074
C 6.53173 -1.41884 -5.03492 0.1837 -1.8740 0.7220
H -3.07672 -3.87459 -0.61513 0.1283 -0.0310 -0.2574
H 4.45517 -0.54599 1.27286 0.1836 0.0929 0.1841
O 0.59497 1.44731 -1.18767 -0.3488 -0.1429 0.1222
H 0.37369 3.67060 -4.55782 -0.2568 0.0848 -0.0515
H -5.76590 -5.06122 -1.90308 -0.0270 -0.2266 -0.0217
H 0.46439 -3.39989 -6.24375 -0.0416 0.0000 0.1573
H 3.22977 0.48576 4.93005 -0.0297 0.1914 -0.0271
H -0.65518 2.96605 2.71106 -0.5900 -0.1893 -0.1833
H 3.22757 -0.73739 -0.68031 0.2232 -0.3312 0.3229
H 7.17533 -0.54052 -5.08897 -0.3351 0.2761 0.2043
H -1.67333 2.41473 -5.50156 -0.1167 0.4403 -0.0831
H -0.97217 -3.12717 2.53206 -0.0267 -0.1281 0.0902
C 0.95269 2.51041 6.08747 0.3866 0.6716 0.1998
H 1.73534 4.02965 -0.58573 -0.2684 -0.2850 -0.1652
H 4.61051 -2.11944 -4.20449 0.2552 -0.2445 -0.0106
H 0.02395 4.06429 -0.08664 0.1312 -0.3146 0.2613
C 4.37000 -1.87598 4.12310 -0.4373 -0.9716 -0.7626
C 2.74662 0.07861 4.03664 0.2151 -0.9057 0.8414
```
Forces are in eV/Å.